(1)
Here is a cluster of 2 separate species, C4H15N4 in total in a non-equilibrium geometry from the OMol25 dataset. Energies are from ωB97M-V with the def2-TZVPD basis set.

Values from the calculation:
* ΔE to the lowest compared entry with this formula, charge and spin: 51.1 kcal per mole
* energy: -10344.5652 eV
* highest occupied orbital energy: -0.4067 hartree
* charge: +1

Geometry (Å):
C: -2.20 -0.09 -1.29
H: -2.44 -0.61 -0.28
H: -1.74 -2.11 -2.14
C: 2.48 -0.16 2.32
H: -0.63 0.74 -2.39
H: 0.16 2.43 -0.84
H: 2.26 0.16 0.32
H: -2.96 0.65 -1.54
C: -0.59 1.71 -0.44
N: 2.96 0.21 1.06
N: 1.76 -1.35 2.31
N: -2.28 -1.25 -2.34
H: -0.23 1.38 0.52
H: 1.29 -1.68 3.12
H: 3.38 1.11 1.13
H: -1.55 2.24 -0.27
H: -1.79 -0.90 -3.17
H: 2.08 0.18 4.10
H: 1.41 -1.72 1.38
C: -0.79 0.44 -1.32
H: -3.24 -1.56 -2.53
N: 2.73 0.57 3.42
H: -0.08 -0.39 -1.12

Atom charges from the Mulliken analysis, given in e for atoms 1 to 8:
1. C -0.4919
2. H 0.2956
3. H 0.3564
4. C 0.6803
5. H 0.2787
6. H 0.3232
7. H 0.1884
8. H 0.3691

---

(2)
Here is a cluster of 2 separate species, C6H14N2O2 in total in a non-equilibrium geometry from the OMol25 dataset. Energies are from ωB97M-V with the def2-TZVPD basis set.

Values from the calculation:
* ΔE to the lowest compared entry with this formula, charge and spin: 13.8 kcal per mole
* energy: -13525.0275 eV
* SMILES: CNC(C)=O.CNC(C)=O
* highest occupied orbital energy: -0.3407 hartree

Geometry (Å):
C: -2.42 0.07 0.50
H: -0.81 1.34 1.16
H: -3.11 -0.82 -2.17
H: 2.87 -1.51 0.66
C: 2.11 0.39 0.30
H: 4.16 0.45 0.85
H: -0.58 -0.32 1.66
C: 3.27 1.06 1.00
H: 3.42 2.08 0.62
H: 3.08 1.15 2.07
H: 0.33 -1.71 -0.21
C: -3.09 0.22 -1.82
O: -3.47 -0.44 0.83
N: -2.11 0.41 -0.78
N: 2.31 -0.95 0.04
O: 1.18 0.97 -0.23
C: -1.34 0.45 1.50
H: 1.67 -2.65 -1.01
H: -1.20 0.82 -0.94
H: -1.81 0.59 2.46
H: -2.90 0.89 -2.66
H: 1.24 -1.22 -1.69
H: -4.09 0.40 -1.45
C: 1.30 -1.67 -0.70

Atom charges from the Mulliken analysis, given in e for atoms 1 to 8:
1. C 0.6944
2. H 0.3232
3. H 0.2761
4. H 0.2415
5. C 0.6942
6. H 0.3436
7. H 0.1298
8. C -1.1230

---

(3)
Here is a cluster of 13 separate species, H26O13 in total in a non-equilibrium geometry from the OMol25 dataset. Energies are from ωB97M-V with the def2-TZVPD basis set.

Values from the calculation:
* ΔE to the lowest compared entry with this formula, charge and spin: 120.5 kcal per mole
* energy: -27036.7228 eV
* highest occupied orbital energy: -0.3633 hartree

Geometry (Å):
O: -4.69 -0.87 0.16
H: -4.91 -0.42 -0.66
H: -2.60 -1.21 0.19
H: 1.87 3.28 1.49
H: 0.67 0.11 -0.61
O: -1.86 -1.29 0.80
O: 1.75 2.66 0.76
H: 1.85 -4.70 0.93
H: -4.16 1.50 -1.72
O: -1.76 -4.13 -1.57
H: 0.80 2.66 0.60
H: -3.90 0.13 -2.35
H: 3.78 -2.11 -1.81
H: -1.13 2.18 1.64
H: 3.94 0.98 1.35
O: -0.28 5.20 -1.21
H: -2.13 3.32 1.69
O: -1.19 3.14 1.58
H: -2.09 -0.32 2.42
H: -1.00 4.56 -1.12
H: -1.67 -3.25 -1.20
O: 3.09 -1.45 -1.85
H: 5.47 -1.00 -0.88
O: -3.55 1.03 -2.31
H: 3.56 -0.61 -1.80
H: -1.13 -1.61 0.26
H: 0.84 -3.61 0.62
H: 0.14 4.96 -2.04
H: -1.24 -4.68 -0.98
H: 5.15 -1.73 0.41
O: 1.58 -3.81 1.20
H: -0.21 1.30 -0.24
H: -3.20 -1.25 1.96
H: 5.44 1.22 1.33
O: 0.23 0.88 -0.99
O: -2.82 -0.84 2.75
H: -4.09 -0.27 0.61
O: 4.68 1.11 0.75
O: 4.80 -1.06 -0.19

Atom charges from the Mulliken analysis, given in e for atoms 1 to 8:
1. O -0.6555
2. H 0.2212
3. H 0.3673
4. H 0.2923
5. H 0.2884
6. O -0.5317
7. O -0.5254
8. H 0.3154

---

(4)
Here is the molecule C4H6N2OS in a non-equilibrium geometry from the OMol25 dataset. Energies are from ωB97M-V with the def2-TZVPD basis set.

Values from the calculation:
* ΔE to the lowest compared entry with this formula, charge and spin: 25.3 kcal per mole
* energy: -20108.2429 eV
* SMILES: NC(=O)/C=C\C(N)=S
* highest occupied orbital energy: -0.3050 hartree

Geometry (Å):
C: -0.70 0.34 -0.69
H: 1.26 2.98 -0.66
C: -1.07 -0.81 -0.13
C: -0.42 -1.74 0.85
C: 0.53 1.12 -0.50
H: 1.29 -2.19 1.82
H: -2.08 -1.17 -0.43
N: 0.84 -1.58 1.17
N: 0.56 2.35 -1.08
H: -0.33 2.92 -1.20
O: 1.60 0.70 0.00
H: 1.38 -0.80 0.77
S: -1.41 -2.93 1.44
H: -1.44 0.80 -1.36

Atom charges from the Mulliken analysis, given in e for atoms 1 to 8:
1. C -0.3332
2. H 0.2841
3. C -0.3084
4. C 0.2437
5. C 0.8040
6. H 0.1714
7. H 0.3107
8. N -0.2875